This record from OMol25 describes a molecular structure, C47H44BBaF3N12PS. The level of theory is ωB97M-V/def2-TZVPD.

- molar mass (g mol⁻¹) = 1045.1
- ΔE to the lowest compared entry with this formula, charge and spin (kJ/mol) = 30.0
- electronic energy (Ha) = -3564.19050

The geometry in ORCA input format:
```
! RIJCOSX wB97M-V def2-TZVPD def2/J DEFGRID3
* xyz 0 2
Ba -0.87 -0.39 0.02
S -3.18 -2.39 -0.22
P -0.19 -0.98 -3.21
F -5.94 -3.23 1.05
F -7.67 -2.41 0.06
F -6.08 -3.27 -1.11
N -3.73 0.21 -0.22
N 1.73 0.18 0.39
N -0.41 -0.67 2.61
N 1.17 2.18 2.71
N 0.79 -0.98 3.17
N 3.59 -1.40 4.07
N 2.47 -0.58 1.24
N 3.07 -2.14 3.05
N 1.22 -2.84 1.54
N -0.98 2.40 1.96
N -0.20 3.72 3.78
N 0.44 -2.70 0.43
C -6.47 -0.04 -0.09
C 2.60 -0.47 -3.42
C 1.60 -1.37 -3.10
C 3.28 -2.93 -2.33
C -2.08 4.55 2.47
C -0.29 4.19 -1.84
C 2.22 2.22 3.72
C -0.05 2.77 2.80
C 5.07 -2.98 3.46
C 4.77 -1.91 4.33
C 0.06 1.96 -6.13
C -4.52 1.28 -0.24
C 1.65 2.73 5.02
C 3.96 -3.08 2.66
C 0.74 -0.79 4.50
C 0.85 3.99 4.74
C -1.20 -0.28 3.60
C 2.58 1.01 -0.21
C -1.34 4.62 3.79
C 3.88 0.81 0.25
C -5.90 1.22 -0.17
C -5.67 -1.16 -0.09
C -0.08 3.07 -3.99
C -0.20 1.80 -3.36
C -2.74 -3.50 -5.08
C 1.11 -4.09 2.02
C -4.26 -1.03 -0.17
C -2.25 3.08 2.10
C 3.76 -0.20 1.17
C -2.16 -2.59 -4.21
C -0.67 -3.67 -6.28
C 4.27 -2.02 -2.65
C -0.52 -0.34 4.83
C -6.32 -2.52 -0.02
C 0.28 -4.81 1.20
C -0.04 0.70 -5.50
C -0.09 -2.76 -5.42
C -2.00 -4.04 -6.11
C 0.05 3.11 -5.40
C -0.15 0.60 -4.14
C -0.44 2.93 -1.18
C -0.38 1.86 -1.98
C 1.95 -2.61 -2.55
C -0.12 4.24 -3.19
C -0.83 -2.20 -4.39
C 3.94 -0.79 -3.19
C -0.12 -3.89 0.22
B 1.87 -1.62 2.25
H -3.77 -3.81 -4.93
H 5.95 -3.60 3.44
H 3.53 -3.90 -1.90
H 2.63 1.21 3.83
H 4.78 1.32 -0.05
H -0.02 -0.20 -6.10
H -6.50 2.12 -0.19
H -2.44 -4.76 -6.79
H 1.19 1.42 2.04
H 3.75 -3.73 1.83
H 3.04 2.87 3.39
H 0.99 1.98 5.46
H -4.02 2.24 -0.33
H 1.52 4.79 4.37
H -0.90 -0.10 5.81
H -0.08 -4.11 -7.08
H -2.88 2.59 2.85
H 2.45 2.94 5.73
H -0.57 2.87 -0.09
H 1.18 -3.32 -2.28
H 0.13 4.07 -5.88
H -0.80 -4.02 -0.61
H 5.37 -1.50 5.12
H 2.36 0.50 -3.84
H 0.96 -2.48 -5.55
H -0.02 -5.84 1.29
H 1.60 -0.99 5.11
H -7.54 -0.15 -0.03
H -1.50 5.05 1.69
H -2.02 4.35 4.61
H -0.98 5.63 3.98
H -2.73 -2.20 -3.37
H 0.38 4.36 5.65
H -2.21 0.02 3.40
H -3.04 5.06 2.55
H -0.32 5.10 -1.25
H 2.21 1.71 -0.94
H 4.71 -0.07 -3.44
H 5.31 -2.27 -2.47
H 4.51 -0.68 1.78
H 1.62 -4.38 2.92
H 0.14 2.00 -7.21
H -2.79 3.00 1.15
H -0.02 5.20 -3.69
*
```

These are the Löwdin partial charges, in e, on atoms 1 to 5: 1.582, 0.465, 1.051, 0.125, 0.107